Entry from OMol25: a cluster of 9 separate species, C36H99N9O9 in total (ωB97M-V with the def2-TZVPD basis set).

ORCA input file:
```
! wB97M-V def2-TZVPD RIJCOSX def2/J DEFGRID3
* xyz -1 2
C -5.50 -0.66 1.82
C -5.98 -0.02 0.49
C -6.10 -0.94 -0.70
O -4.85 -1.74 -0.92
C -3.57 -1.13 -1.35
N -7.35 0.51 0.82
H -6.38 -0.98 2.38
H -4.75 -0.14 2.42
H -5.08 -1.64 1.60
H -5.26 0.76 0.21
H -6.39 -0.35 -1.57
H -6.91 -1.62 -0.43
H -3.67 -0.70 -2.34
H -2.92 -2.00 -1.30
H -3.10 -0.46 -0.63
H -7.89 -0.31 1.05
H -7.75 0.92 -0.01
C -3.79 -4.45 0.93
C -3.03 -3.77 2.07
C -2.13 -4.87 2.74
O -2.90 -5.79 3.52
C -2.07 -6.85 4.04
N -2.20 -2.69 1.59
H -4.38 -3.69 0.41
H -4.48 -5.15 1.40
H -3.22 -4.99 0.17
H -3.73 -3.31 2.76
H -1.42 -4.52 3.49
H -1.71 -5.36 1.86
H -2.59 -7.67 4.54
H -1.41 -6.53 4.84
H -1.40 -7.40 3.37
H -2.84 -1.92 1.59
H -1.54 -2.55 2.34
C 0.81 5.89 -0.43
C -0.46 6.49 0.18
C -1.54 5.35 0.38
O -2.64 5.83 1.07
C -3.73 4.98 1.36
N -0.10 7.15 1.45
H 1.28 5.32 0.36
H 1.54 6.67 -0.66
H 0.72 5.23 -1.29
H -0.82 7.29 -0.47
H -1.14 4.56 1.02
H -1.83 4.85 -0.54
H -3.67 4.15 2.07
H -3.70 4.49 0.39
H -4.65 5.56 1.30
H -0.20 8.13 1.22
H -0.87 6.96 2.08
C 1.54 -7.33 1.01
C 2.24 -6.74 2.28
C 3.34 -5.72 1.87
O 3.14 -4.35 1.51
C 2.58 -4.15 0.19
N 1.15 -6.21 3.02
H 0.91 -8.17 1.30
H 2.17 -7.80 0.26
H 1.05 -6.47 0.55
H 2.74 -7.51 2.86
H 4.03 -6.26 1.21
H 4.02 -5.62 2.71
H 2.87 -3.14 -0.06
H 1.51 -4.02 0.36
H 2.88 -4.87 -0.57
H 0.76 -5.39 2.58
H 1.54 -5.76 3.83
C -1.58 2.85 -5.61
C -1.74 3.52 -4.24
C -3.16 4.03 -3.94
O -3.10 4.69 -2.75
C -2.68 6.08 -2.75
N -1.17 2.63 -3.23
H -2.27 2.09 -6.00
H -0.76 2.14 -5.49
H -1.38 3.46 -6.48
H -1.18 4.45 -4.22
H -3.84 3.17 -3.85
H -3.55 4.65 -4.76
H -3.01 6.61 -1.85
H -3.21 6.56 -3.57
H -1.61 6.28 -2.76
H -1.45 1.69 -3.47
H -1.58 2.76 -2.32
C 0.93 -1.27 -1.57
C 0.48 0.17 -1.34
C -0.17 0.32 0.02
O -1.00 1.45 -0.11
C -1.69 1.76 1.13
N 1.74 0.92 -1.62
H 1.49 -1.54 -2.46
H 0.00 -1.85 -1.64
H 1.43 -1.61 -0.67
H -0.14 0.45 -2.20
H 0.66 0.43 0.71
H -0.70 -0.60 0.28
H -1.04 1.85 2.00
H -2.45 0.98 1.21
H -2.39 2.59 1.03
H 1.98 0.67 -2.57
H 1.56 1.91 -1.64
C 1.67 3.81 -5.19
C 2.34 3.17 -3.97
C 3.30 1.94 -4.29
O 2.66 0.64 -4.48
C 3.54 -0.53 -4.38
N 3.17 4.24 -3.40
H 1.21 4.79 -5.13
H 1.18 3.09 -5.85
H 2.50 4.14 -5.82
H 1.48 2.87 -3.37
H 3.97 1.94 -3.43
H 3.94 2.21 -5.13
H 4.43 -0.36 -4.98
H 2.91 -1.41 -4.48
H 3.84 -0.48 -3.33
H 2.64 5.01 -3.03
H 3.65 3.79 -2.63
C 2.25 -0.75 3.51
C 2.03 -2.04 4.31
C 0.77 -2.85 3.78
O -0.52 -2.08 3.79
C -1.13 -1.91 5.12
N 3.21 -2.93 4.28
H 1.40 -0.07 3.55
H 2.56 -0.89 2.48
H 3.12 -0.15 3.77
H 1.80 -1.87 5.36
H 0.78 -3.85 4.21
H 0.70 -3.02 2.70
H -2.20 -1.80 4.96
H -0.87 -1.01 5.68
H -0.96 -2.76 5.77
H 3.42 -3.05 3.30
H 4.05 -2.48 4.62
C 6.24 2.32 0.20
C 5.09 1.65 -0.73
C 4.72 0.25 -0.32
O 5.87 -0.46 0.04
C 5.65 -1.60 0.85
N 3.98 2.58 -0.76
H 6.39 3.39 0.04
H 7.19 1.79 0.11
H 5.92 2.12 1.22
H 5.50 1.40 -1.71
H 4.27 -0.38 -1.09
H 3.95 0.43 0.43
H 6.57 -2.02 1.27
H 5.01 -2.35 0.38
H 5.22 -1.18 1.76
H 3.10 2.14 -1.00
H 3.84 2.93 0.18
*
```

Calculated values
Largest force on an atom = 3.58 eV/Å
Relative energy (zero: lowest compared OMol25 entry of this formula, charge and spin) = 80.1 kcal per mole
Electronic energy = -70765.0527 eV
Frontier orbital gap (spin up / spin down) = 0.0553 / 0.3327 Ha
Highest occupied orbital energy (spin up / spin down) = 0.8 / -6.8 eV